This record from the OMol25 dataset describes 11 unconnected molecules or ions with the total composition C37H70N3O43S11 in a non-equilibrium geometry. The level of theory is wB97M-V/def2-TZVPD.

Structure (XYZ):
```
164
Properties=species:S:1:pos:R:3:forces:R:3:lowdin_charge:R:1
O -8.734275 13.005497 -3.110915 -0.233 -0.089 -0.056 -0.216
O -2.856316 9.712376 -2.635713 -0.183 -0.087 0.344 -0.219
S -8.396322 11.655280 -3.378790 0.444 -0.246 0.237 0.612
C 6.908995 -10.095141 4.166402 -0.240 0.527 0.040 -0.171
O -7.305829 2.293112 3.025711 -1.649 -0.309 2.442 -0.229
O 2.044604 -1.233921 -7.111820 0.426 -0.199 -0.037 -0.186
O 8.865561 -10.410495 6.813779 0.175 -0.075 -0.020 -0.215
C 4.968260 -0.108263 2.733742 0.211 -1.084 1.693 -0.102
H 4.962193 -2.071737 3.759526 0.173 0.619 0.402 0.103
C 5.554864 -1.133094 3.769319 0.762 0.597 -1.116 -0.112
S -2.738271 8.370633 -2.182929 0.608 -0.374 -0.313 0.609
H -1.027993 6.032859 -1.937260 0.075 -0.019 -0.061 0.105
O 3.027918 -3.373271 -7.686639 -0.458 0.259 -0.089 -0.178
H -2.652761 1.468517 -3.285045 0.000 -0.023 0.031 0.140
O 7.207478 -11.110115 5.127411 0.501 -0.093 -0.192 -0.185
H 5.070681 1.891261 0.757377 -0.473 -0.214 -0.403 0.078
O 9.365889 -12.276500 5.249928 -0.035 -0.015 0.228 -0.210
C 6.929219 -0.161286 0.376882 -0.448 -0.518 -0.189 -0.001
C 6.012568 -1.361356 0.838319 2.844 0.175 -0.459 -0.373
H 1.708276 -1.783954 -5.138401 0.072 0.195 -0.121 0.116
O -10.423655 2.603736 -2.322301 0.355 0.310 -0.047 -0.191
H -3.991839 -8.446867 -1.387676 -0.130 0.214 -0.093 0.140
C -3.688645 4.144938 -0.512801 -0.058 0.523 -0.262 -0.168
H 6.593711 -9.197961 4.704911 0.008 0.024 -0.071 0.124
C 0.508658 2.867364 4.468893 0.327 0.198 0.426 -0.169
C -1.929676 0.821144 -2.784165 -0.400 0.110 -0.468 -0.144
C 4.910165 -6.290593 3.551659 -0.927 -0.794 -0.879 -0.494
H -5.170964 10.587570 -3.234705 -0.105 0.074 -0.190 0.113
H -0.535577 4.380709 5.629700 0.080 0.208 -0.141 0.141
C 2.791354 -3.286735 -6.281846 0.351 0.191 0.334 -0.178
H 5.790222 -1.555967 -1.307852 0.124 -0.568 0.276 0.125
H 8.237511 -8.887377 2.937616 0.158 0.049 0.199 0.129
S 2.810660 -1.920958 -8.355222 -0.002 -0.137 0.218 0.620
S -2.631222 -6.019582 -3.338620 -0.321 -0.593 0.453 0.591
O -3.817153 -6.988591 -2.859445 0.394 0.450 0.145 -0.177
O -2.881568 7.387563 -3.448242 -0.044 0.026 0.554 -0.186
C -11.249003 3.454256 -3.120679 -0.478 0.200 0.169 -0.175
H 0.730387 -2.623597 -6.367701 0.014 -0.031 0.044 0.137
H -6.532557 10.121673 -0.967851 -0.215 0.143 0.051 0.138
H 4.000007 0.278863 3.096443 0.451 -0.068 -0.467 0.143
H -11.144042 5.604529 -3.434463 0.068 0.063 0.229 0.136
H 7.775471 -0.640063 -0.152517 -0.347 0.423 0.341 0.111
C 2.754257 -3.894453 -2.437828 0.007 0.519 0.502 -0.650
H 5.884591 -4.198165 4.742978 0.059 -0.537 -0.230 0.111
C -0.728967 0.551780 -3.663437 0.117 -0.717 0.165 -0.162
H 0.073542 -4.553908 -3.925766 0.350 0.333 0.351 0.142
H 4.396019 -3.760385 0.414637 0.315 0.316 -0.371 0.070
O -1.191830 8.077452 -1.859145 -0.386 0.374 -0.426 -0.181
C 3.686296 -5.484190 4.087654 1.908 0.244 0.544 0.024
H 7.914675 -2.209950 1.443451 -0.602 0.035 0.074 0.157
H -3.069716 -8.902287 -2.838905 0.004 0.002 0.040 0.137
O -8.253849 3.214444 -1.312987 -1.688 -1.110 -1.316 -0.238
C -1.593050 6.899109 -3.834851 0.453 0.194 -0.380 -0.158
H -11.418267 3.014096 -4.100780 0.170 -0.164 0.089 0.134
H 6.107798 -10.420997 3.506535 0.031 -0.194 0.130 0.137
C -0.535549 3.951812 4.630330 -0.508 -0.352 0.110 -0.154
O -0.365308 4.160035 1.333757 0.320 -0.047 -0.146 -0.216
O -6.894481 4.140943 0.027445 1.548 0.807 1.674 -0.228
H 4.168251 -1.639561 1.705566 0.204 0.098 -0.240 0.172
H 3.579554 -4.619820 3.402649 -0.336 -0.479 0.420 0.071
C -9.218336 0.723710 5.234603 -0.461 0.004 -0.270 -0.172
C 5.829487 -2.242578 -0.438904 -1.024 -0.128 -0.063 -0.177
C -6.910871 10.239579 -1.980308 0.143 -0.496 -0.268 -0.166
H 7.312355 0.433160 1.220376 -0.107 -0.213 -0.463 0.086
O -2.384078 -6.238612 -4.717860 0.225 0.341 0.028 -0.215
H 8.271734 -3.812178 3.364437 -0.625 -0.298 0.163 0.114
C 6.437260 -3.628585 2.113374 0.469 -0.934 0.378 -0.150
C 4.028675 1.543960 0.640865 -0.098 0.057 0.769 -0.054
H -1.535252 3.579312 4.395963 0.023 -0.017 0.044 0.138
O -6.870654 11.591290 -3.889234 -0.491 -0.314 0.111 -0.187
H 3.964572 -0.259062 -0.553825 0.406 -0.400 0.642 0.128
H 5.534836 -0.620263 4.744920 -0.003 -0.547 -0.263 0.128
H -2.752246 3.744326 -0.895021 -0.113 -0.205 0.047 0.104
O -8.182311 10.897660 -1.973561 0.121 0.501 -0.228 -0.188
O 0.740121 2.791870 3.056619 -0.332 0.188 -0.212 -0.207
S 0.553693 4.259458 2.410444 -0.332 0.012 0.559 0.606
H -12.206350 3.577625 -2.607841 -0.008 0.048 -0.071 0.133
H 6.703054 -2.913470 -0.531802 -0.217 0.614 0.021 0.128
O -9.180918 10.827516 -4.223928 -0.062 0.224 -0.096 -0.223
H 5.390277 -3.712925 2.482797 0.547 0.281 -0.194 0.083
H -9.682649 4.716293 -3.926607 -0.047 -0.009 -0.023 0.132
H -10.009875 1.090337 4.576766 -0.005 -0.052 0.012 0.135
C -8.569078 -0.524203 4.672294 0.148 -0.222 0.465 -0.173
O -2.864832 -4.726490 -2.801517 0.039 0.101 -0.299 -0.222
N 2.077830 -2.838569 -2.125596 0.658 0.170 0.295 0.028
S 4.438751 -4.180896 -1.947183 -0.346 -0.212 -0.262 1.009
H 3.541155 2.036401 -0.220067 0.354 -0.395 0.317 0.090
H 5.723291 0.683816 2.647973 -0.682 -0.090 -0.407 0.128
S -7.101213 1.396345 4.096300 -0.629 -0.025 0.077 0.635
H -2.218028 -6.970980 -0.615276 -0.018 -0.054 0.003 0.134
H 7.768228 -5.312826 2.607386 -0.238 0.486 0.316 0.127
O 0.995980 1.907930 -1.276786 0.088 0.314 0.158 -0.233
O -9.916152 4.936641 -1.899097 -0.262 -0.382 0.210 -0.182
H 0.174398 1.907268 4.855215 -0.036 -0.051 -0.268 0.136
O -0.439325 3.719808 -2.206626 0.371 0.132 0.051 -0.221
O -7.671902 -0.049481 3.665654 -0.151 0.438 0.012 -0.183
O -3.528937 7.848591 -1.124273 -0.220 0.233 -0.090 -0.223
N 4.743104 -0.831842 1.434973 -0.401 0.174 -0.025 -0.031
N 0.829542 -2.951366 -2.698880 -0.030 -0.641 -0.491 0.072
C -0.782327 6.894937 -2.558896 -0.065 -0.640 0.218 -0.167
H 7.393570 -5.005771 5.194532 -0.573 -0.159 -0.344 0.139
S -9.636704 3.498580 -1.226197 -0.126 0.015 -0.401 0.631
H -7.041343 9.254248 -2.434816 0.061 0.000 0.033 0.134
H 2.785217 -6.109206 4.135122 0.452 0.221 -0.242 0.097
C 7.371641 -4.413393 3.124632 -0.420 -0.252 -0.649 -0.124
O -1.399237 1.526438 -1.652710 0.656 0.079 0.002 -0.188
C 6.899314 -2.159276 1.889693 -0.202 -0.250 0.587 -0.230
C -3.278494 -8.097706 -2.130592 0.199 -0.544 -0.134 -0.157
H 2.824717 -0.227207 0.793895 0.629 -0.043 -0.180 0.148
O 4.785693 -6.985012 2.572799 0.281 0.354 0.754 0.112
H 3.658136 -2.434337 -0.526225 0.466 -0.514 -0.017 0.051
C -3.578102 4.599121 0.927754 0.431 -0.194 0.177 -0.175
O -4.916635 4.601316 1.425296 -0.141 -0.139 -0.453 -0.173
C -6.025881 11.124669 -2.831492 0.354 0.216 0.406 -0.167
C 3.874969 0.000481 0.513267 -1.248 1.290 -0.582 -0.136
H -1.677132 5.907673 -4.274429 -0.237 0.024 0.100 0.135
H -9.292669 -1.214478 4.244919 0.113 0.085 -0.226 0.135
C 4.541859 -3.105686 -0.463810 -0.917 0.546 0.163 -0.462
H 1.448652 3.146716 4.952125 -0.049 0.010 0.044 0.132
O -4.701731 3.136405 -0.500821 0.060 -0.043 0.436 -0.184
H -2.425557 -0.092810 -2.465780 0.104 0.084 0.240 0.143
S -0.089365 2.350802 -2.081998 -0.633 -0.841 -0.369 0.608
S -5.796349 3.491948 0.642786 0.307 0.206 -0.060 0.661
O 2.029900 -4.761749 -3.198868 0.311 0.809 0.339 0.047
H 6.458796 -4.244107 1.191057 -0.078 0.744 0.266 0.115
C 1.720832 -2.223246 -6.134601 -0.402 -0.277 0.055 -0.185
H 2.479691 -4.250617 -5.885341 0.012 -0.080 -0.282 0.125
S 8.763044 -11.028074 5.542238 -0.192 0.114 -0.324 0.615
H -1.308654 -8.365474 -1.243189 0.136 0.105 -0.220 0.137
O 4.074920 -1.295252 -8.494172 -0.126 0.108 -0.100 -0.211
H 3.490657 1.914614 1.537634 0.249 -0.214 -0.509 0.080
C -10.493282 4.766034 -3.195612 0.183 -0.059 -0.456 -0.169
H 3.974288 -5.118364 5.094184 -0.620 -0.062 -0.488 0.086
H -7.980081 -1.041045 5.434665 -0.074 -0.010 0.026 0.131
O 1.834875 4.853298 2.270661 -0.077 0.013 -0.250 -0.215
C 7.027568 -1.413639 3.260126 -1.386 0.604 0.081 -0.117
H 7.642487 -1.932698 4.010590 -0.334 -0.015 -0.461 0.113
C 8.205724 -9.860689 3.421886 -0.072 -0.383 -0.426 -0.170
H -5.675219 11.992088 -2.267664 0.021 -0.042 0.009 0.138
O -5.958250 2.363277 1.484567 1.856 0.262 -2.621 -0.241
H 3.723874 -2.980010 -5.798991 -0.045 -0.003 0.067 0.135
O 0.079946 1.731033 -3.554022 -0.258 0.519 0.327 -0.182
O -10.350536 3.437190 -0.001198 0.184 0.032 0.045 -0.210
C 6.633559 -4.933501 4.389255 1.721 0.755 0.670 -0.182
H 8.383143 -10.641814 2.678373 -0.055 0.037 -0.021 0.135
O 6.125862 -6.260150 4.209520 -1.144 0.914 -0.405 -0.025
O -8.176463 1.700788 5.267240 0.462 -0.436 0.021 -0.186
H 6.420119 0.493564 -0.352400 0.212 -0.275 0.384 0.093
H 0.288500 6.911812 -2.745766 -0.027 0.239 0.120 0.141
H -1.004568 0.369804 -4.699622 0.124 0.276 -0.037 0.141
O 1.903447 -2.056142 -9.432874 0.165 -0.011 -0.070 -0.203
O -0.188148 4.945215 3.658952 0.551 -0.234 -0.240 -0.176
H -0.144089 -0.292794 -3.289007 -0.086 -0.043 -0.014 0.112
C -2.004581 -7.571407 -1.502883 -0.242 0.109 0.540 -0.164
H -1.172414 7.587459 -4.571546 -0.004 -0.025 0.008 0.136
H -9.622292 0.564996 6.232442 0.178 0.148 0.049 0.134
H -3.140881 5.592212 1.012648 -0.206 0.045 0.052 0.133
H 7.471327 -0.402133 3.143698 0.058 -0.721 -0.049 0.113
H -4.026750 4.960198 -1.159172 0.069 0.058 0.060 0.128
O -1.440040 -6.708671 -2.497969 -0.222 -0.101 -0.445 -0.208
O 9.221696 -9.960897 4.422706 -0.320 0.070 0.437 -0.189
H -2.993995 3.893235 1.522494 0.055 0.010 -0.078 0.116
O -5.827972 1.214175 4.705340 -0.002 0.191 -0.041 -0.228
C 0.851426 -4.071602 -3.325176 -0.581 -0.675 -0.380 -0.169
```
Forces are in eV/Å.

Values from the calculation:
- LUMO: -2.9 eV
- Highest occupied orbital energy: -11.12 eV
- Total energy: -251186.0847 eV
- Molecular weight: 1597.682 g mol⁻¹
- Kohn-Sham gap: 8.186 eV
- Total charge: +1
- Max |F|: 3.2 eV Å⁻¹